No. 1
{
  "formula": "C30H33BBrIN9Pd",
  "method": "wB97M-V/def2-TZVPD",
  "species": ["Pd", "C", "C", "C", "C", "N", "N", "B", "N", "C", "C", "C", "C", "N", "N", "C", "C", "C", "C", "N", "N", "C", "C", "C", "C", "N", "H", "H", "H", "H", "H", "H", "H", "H", "H", "H", "H", "H", "H", "H", "H", "H", "H", "H", "H", "H", "C", "C", "C", "C", "C", "C", "C", "C", "N", "H", "H", "H", "H", "H", "H", "H", "H", "H", "Br", "C", "C", "C", "C", "C", "C", "I", "H", "H", "H", "H"],
  "coordinates": [[0.902, 0.154, -0.050], [2.867, 2.795, -1.340], [1.647, 2.416, -2.103], [1.067, 3.037, -3.211], [-0.003, 2.240, -3.559], [-0.060, 1.190, -2.726], [0.940, 1.316, -1.821], [-0.940, -0.076, -2.677], [-1.826, 0.047, -1.409], [-3.161, 0.088, -1.284], [-3.473, 0.255, 0.050], [-2.246, 0.323, 0.715], [-1.977, 0.510, 2.168], [-1.275, 0.203, -0.195], [0.026, -1.291, -2.519], [0.142, -2.380, -3.294], [1.147, -3.181, -2.787], [1.638, -2.506, -1.669], [2.748, -2.890, -0.755], [0.945, -1.373, -1.539], [-1.845, -0.362, -3.855], [-2.087, 0.202, -5.071], [-3.068, -0.523, -5.684], [-3.383, -1.569, -4.774], [-4.359, -2.675, -4.951], [-2.636, -1.449, -3.691], [3.646, 3.119, -2.027], [2.662, 3.628, -0.668], [3.232, 1.945, -0.762], [1.390, 3.946, -3.687], [-0.720, 2.390, -4.343], [-3.819, -0.009, -2.127], [-4.451, 0.322, 0.491], [-2.745, 0.019, 2.764], [-1.001, 0.102, 2.430], [-1.990, 1.571, 2.425], [-0.480, -2.530, -4.158], [1.484, -4.127, -3.171], [3.303, -3.723, -1.178], [3.431, -2.053, -0.604], [2.369, -3.201, 0.220], [-1.546, 1.054, -5.439], [-3.506, -0.358, -6.652], [-4.890, -2.571, -5.893], [-3.849, -3.639, -4.929], [-5.077, -2.689, -4.131], [-0.978, -3.022, 1.387], [0.051, -2.998, 2.463], [0.026, -3.866, 3.517], [1.015, -3.841, 4.508], [2.093, -2.948, 4.431], [2.202, -2.050, 3.407], [3.351, -1.115, 3.283], [1.136, -1.999, 2.390], [1.130, -1.124, 1.477], [-1.648, -3.867, 1.522], [-0.507, -3.093, 0.405], [-1.566, -2.101, 1.401], [-0.778, -4.589, 3.580], [0.955, -4.537, 5.335], [2.861, -2.975, 5.193], [4.141, -1.372, 3.985], [3.026, -0.092, 3.488], [3.748, -1.136, 2.268], [0.652, 5.401, 0.658], [0.782, 5.146, 2.526], [0.625, 6.240, 3.366], [0.714, 6.072, 4.738], [0.961, 4.817, 5.275], [1.115, 3.718, 4.444], [1.029, 3.897, 3.077], [1.322, 2.172, 1.810], [0.441, 7.216, 2.939], [0.588, 6.926, 5.389], [1.040, 4.684, 6.345], [1.301, 2.738, 4.862]],
  "lowdin_spin": [0.49, 0.00, 0.00, 0.00, 0.00, 0.00, -0.02, 0.00, 0.01, 0.00, 0.01, 0.01, 0.00, 0.18, 0.00, 0.00, 0.00, 0.01, 0.00, 0.06, 0.00, 0.00, 0.00, 0.00, 0.00, 0.00, 0.00, 0.00, 0.00, 0.00, 0.00, 0.00, 0.00, 0.00, 0.00, 0.00, 0.00, 0.00, 0.00, 0.00, 0.00, 0.00, 0.00, 0.00, 0.00, 0.00, 0.00, 0.00, 0.00, -0.01, 0.00, 0.01, 0.00, 0.01, 0.16, 0.00, 0.00, 0.00, 0.00, 0.00, 0.00, 0.00, 0.00, 0.00, 0.00, 0.00, 0.00, 0.00, 0.00, 0.00, 0.01, 0.05, 0.00, 0.00, 0.00, 0.00],
  "gap_ev": [5.152, 4.943],
  "multiplicity": 2,
  "e_tot_ha": -4679.6746,
  "charge": 2
}


No. 2
{
  "formula": "C30H33BF6MnN5O6S4",
  "method": "wB97M-V/def2-TZVPD",
  "species": ["Mn", "S", "C", "N", "C", "C", "N", "C", "C", "C", "C", "C", "C", "C", "C", "S", "C", "C", "C", "C", "C", "C", "C", "H", "H", "H", "H", "H", "H", "H", "H", "H", "H", "H", "H", "H", "H", "H", "H", "H", "H", "F", "C", "F", "F", "S", "O", "O", "N", "S", "O", "O", "C", "F", "F", "F", "O", "B", "O", "C", "C", "C", "C", "C", "C", "H", "H", "H", "H", "N", "C", "C", "N", "C", "C", "H", "H", "H", "H", "H", "H", "H", "H", "H", "H", "H"],
  "coordinates": [[0.511, 0.045, -0.406], [-0.885, 0.891, 2.588], [-1.179, -0.720, 2.795], [-1.252, -1.328, 3.968], [-1.778, -2.685, 4.089], [-1.162, -3.529, 3.011], [-1.414, -2.901, 1.707], [-1.692, -3.873, 0.622], [-3.078, -4.430, 0.788], [-4.191, -3.627, 0.554], [-5.464, -4.138, 0.731], [-5.636, -5.456, 1.138], [-4.532, -6.262, 1.364], [-3.255, -5.748, 1.191], [-1.404, -1.613, 1.557], [-1.659, -0.906, 0.007], [-0.965, -0.636, 5.236], [-0.042, -1.466, 6.087], [1.212, -1.820, 5.592], [2.069, -2.597, 6.350], [1.682, -3.022, 7.615], [0.440, -2.668, 8.115], [-0.424, -1.896, 7.350], [-2.870, -2.665, 4.017], [-1.498, -3.071, 5.067], [-1.601, -4.524, 2.989], [-0.079, -3.614, 3.139], [-0.944, -4.659, 0.732], [-1.538, -3.367, -0.329], [-4.063, -2.605, 0.218], [-6.327, -3.516, 0.540], [-6.632, -5.853, 1.269], [-4.664, -7.291, 1.668], [-2.393, -6.385, 1.352], [-1.910, -0.432, 5.746], [-0.517, 0.322, 4.971], [1.512, -1.485, 4.607], [3.043, -2.865, 5.963], [2.352, -3.625, 8.210], [0.140, -2.995, 9.100], [-1.393, -1.621, 7.744], [1.371, -2.535, -0.846], [2.710, -2.580, -0.967], [3.213, -3.150, 0.110], [3.011, -3.284, -2.035], [3.401, -0.841, -1.186], [2.220, -0.050, -1.616], [4.467, -0.988, -2.097], [3.858, -0.366, 0.257], [2.711, 0.164, 1.171], [1.637, -0.826, 1.365], [2.124, 1.430, 0.757], [3.593, 0.422, 2.785], [4.583, 1.267, 2.603], [4.042, -0.734, 3.226], [2.713, 0.924, 3.638], [-1.376, 0.729, -2.908], [-0.538, -0.169, -2.287], [-0.207, -1.244, -3.065], [-0.876, -1.016, -4.262], [-0.876, -1.789, -5.400], [-1.639, -1.309, -6.462], [-2.357, -0.120, -6.370], [-2.346, 0.653, -5.211], [-1.586, 0.167, -4.175], [-0.315, -2.709, -5.465], [-1.674, -1.877, -7.380], [-2.939, 0.211, -7.216], [-2.907, 1.572, -5.137], [-1.171, 4.875, -1.207], [0.298, 4.544, -1.231], [0.462, 3.051, -1.460], [-0.248, 2.249, -0.460], [-1.670, 2.595, -0.420], [-1.890, 4.073, -0.153], [-1.578, 4.658, -2.122], [-1.310, 5.877, -1.056], [0.691, 4.855, -0.261], [0.766, 5.142, -2.012], [1.526, 2.811, -1.433], [0.083, 2.773, -2.446], [0.164, 2.425, 0.456], [-2.158, 2.010, 0.361], [-2.115, 2.313, -1.375], [-1.467, 4.390, 0.802], [-2.942, 4.349, -0.188]],
  "lowdin_spin": [4.21, 0.01, 0.00, 0.00, 0.00, 0.00, -0.02, 0.00, 0.00, 0.00, 0.00, 0.00, 0.00, 0.00, -0.01, -0.02, 0.00, 0.00, 0.00, 0.00, 0.00, 0.00, 0.00, 0.00, 0.00, 0.00, 0.00, 0.00, 0.00, 0.00, 0.00, 0.00, 0.00, 0.00, 0.00, 0.00, 0.00, 0.00, 0.00, 0.00, 0.00, 0.01, 0.00, 0.00, 0.00, 0.01, 0.02, 0.00, 0.00, 0.01, 0.03, 0.03, 0.00, 0.00, 0.00, 0.00, -0.04, -0.22, -0.03, -0.01, 0.00, 0.00, 0.00, 0.00, -0.01, 0.00, 0.00, 0.00, 0.00, 0.00, 0.00, 0.00, 0.02, 0.00, 0.00, 0.00, 0.00, 0.00, 0.00, 0.00, 0.00, 0.00, 0.00, 0.00, 0.00, 0.00],
  "gap_ev": [6.866, 7.207],
  "multiplicity": 5,
  "e_tot_ha": -5255.5887,
  "charge": 2,
  "relative_energy_kj_mol": 8.6
}


No. 3
{
  "formula": "C30H33N3O3PdSSb",
  "method": "wB97M-V/def2-TZVPD",
  "species": ["Pd", "O", "C", "O", "C", "C", "C", "C", "C", "N", "H", "H", "H", "H", "S", "C", "N", "C", "C", "C", "N", "H", "H", "H", "H", "H", "H", "H", "H", "C", "C", "O", "H", "H", "H", "H", "H", "H", "C", "C", "C", "C", "C", "C", "Sb", "C", "C", "C", "C", "C", "C", "C", "C", "C", "C", "C", "C", "H", "H", "H", "H", "H", "H", "H", "H", "H", "H", "H", "H", "H", "H", "H"],
  "coordinates": [[-0.277, 0.649, -1.383], [-4.386, 0.812, -1.548], [-3.176, 0.762, -1.767], [-2.288, 0.855, -0.735], [-2.572, 0.680, -3.183], [-3.267, 0.298, -4.341], [-2.571, 0.245, -5.538], [-1.189, 0.601, -5.539], [-0.562, 0.926, -4.330], [-1.268, 0.925, -3.209], [-4.279, 0.060, -4.218], [-3.030, -0.135, -6.465], [-0.525, 0.557, -6.375], [0.500, 1.184, -4.279], [1.974, 0.788, -1.520], [2.402, 2.173, -0.388], [3.550, 2.050, 0.252], [3.811, 2.724, 1.519], [3.278, 4.157, 1.545], [1.885, 4.214, 0.994], [1.621, 3.218, -0.069], [4.240, 1.375, -0.086], [4.883, 2.731, 1.649], [3.335, 2.192, 2.306], [3.919, 4.750, 0.843], [3.359, 4.620, 2.529], [1.666, 5.195, 0.615], [1.120, 4.055, 1.783], [0.604, 3.185, -0.208], [-3.044, 4.912, 0.417], [-1.754, 4.616, -0.337], [-1.100, 3.488, 0.193], [-3.413, 5.920, 0.135], [-2.918, 4.883, 1.525], [-3.838, 4.200, 0.160], [-1.008, 5.449, -0.328], [-1.977, 4.489, -1.409], [-1.647, 2.709, -0.050], [2.461, -1.894, 4.329], [2.026, -0.625, 3.927], [1.598, -0.449, 2.624], [1.833, -1.416, 1.634], [2.333, -2.656, 2.047], [2.629, -2.890, 3.390], [0.227, -1.314, 0.153], [0.853, -2.940, -0.922], [-0.056, -3.979, -1.076], [0.366, -5.258, -1.473], [1.742, -5.492, -1.778], [2.625, -4.442, -1.669], [2.173, -3.143, -1.240], [-1.533, -2.152, 1.146], [-2.757, -1.930, 0.549], [-3.941, -2.230, 1.265], [-3.866, -2.878, 2.483], [-2.617, -3.085, 3.083], [-1.445, -2.720, 2.432], [2.864, -1.955, 5.388], [1.832, 0.150, 4.684], [1.150, 0.511, 2.354], [2.603, -3.319, 1.247], [2.997, -3.927, 3.591], [-1.132, -3.798, -1.005], [-0.282, -6.118, -1.451], [2.113, -6.513, -2.104], [3.693, -4.452, -1.969], [2.946, -2.326, -1.101], [-2.846, -1.434, -0.395], [-4.923, -1.945, 0.843], [-4.747, -3.313, 3.032], [-2.532, -3.661, 3.988], [-0.444, -2.922, 2.834]],
  "lowdin_charge": [0.08, 0.00, -0.55, -0.29, -0.18, -0.02, -0.07, -0.06, -0.14, -0.04, 0.09, 0.10, 0.08, 0.08, 0.42, -0.71, -0.02, -0.17, -0.17, -0.19, 0.03, 0.12, 0.11, 0.09, 0.12, 0.11, 0.10, 0.12, 0.07, -0.09, -0.33, -0.14, 0.07, 0.08, 0.07, 0.11, 0.12, 0.06, -0.12, -0.11, -0.18, -0.33, -0.13, -0.12, 1.45, -0.44, -0.13, -0.09, -0.12, -0.12, -0.16, -0.35, -0.13, -0.08, -0.13, -0.12, -0.12, 0.11, 0.10, 0.09, 0.08, 0.11, 0.09, 0.08, 0.11, 0.10, 0.11, 0.07, 0.11, 0.11, 0.08, 0.09],
  "gap_ev": [3.839, 3.838],
  "e_tot_ha": -2319.2231,
  "charge": -1,
  "relative_energy_kj_mol": 23.8
}